1.
Computed, not measured: 2 unconnected molecules or ions with the total composition C4H12 at a distorted geometry, with wB97M-V/def2-TZVPD.

```
16
Properties=species:S:1:pos:R:3
C -1.9230 0.8575 0.6187
C -2.2460 -0.3582 -0.3339
H -0.8541 1.0777 0.7473
H -2.4643 1.7810 0.4707
H -2.0480 0.4703 1.6345
H -1.4648 -0.3437 -1.0774
H -3.2591 -0.0739 -0.6108
H -2.3662 -1.3626 0.0651
C 1.5316 -0.0695 -0.6966
C 2.5561 -0.4838 0.3441
H 1.6936 -0.6291 -1.6174
H 0.4770 -0.2037 -0.4594
H 1.7111 0.9787 -0.9468
H 2.7154 -1.5493 0.3871
H 3.4915 0.0260 0.1068
H 2.4492 -0.1173 1.3681
```

Values from the calculation:
Multiplicity: 1
Largest force on an atom (eV Å⁻¹): 2.99
Energy relative to the best compared isomer or geometry (same formula, charge and spin) (eV): 0.756
Kohn-Sham gap (Eh): 0.4575
LUMO (eV): 1.16
SMILES: CC.CC


2.
Computed, not measured: 2 unconnected molecules or ions with the total composition C4H12 at a distorted geometry, with wB97M-V/def2-TZVPD.

```
16
Properties=species:S:1:pos:R:3
C -0.2781 2.2259 0.0321
C 1.1759 2.1137 -0.1109
H -0.6358 2.6569 0.9375
H -0.7715 2.6587 -0.7464
H -0.7716 1.2574 0.1275
H 1.5469 1.9713 -1.1309
H 1.6196 3.0689 0.1464
H 1.4728 1.4215 0.6437
C -0.9463 -1.8371 -0.4224
C 0.2180 -2.3963 0.3705
H -0.8640 -0.7234 -0.3949
H -1.1262 -2.0661 -1.3689
H -1.9902 -2.1037 0.1232
H 0.8926 -1.7529 0.9425
H -0.2104 -3.2261 1.0616
H 0.6684 -3.2688 -0.2107
```

Values from the calculation:
Multiplicity: 1
Largest force on an atom (eV Å⁻¹): 6.68
Energy relative to the best compared isomer or geometry (same formula, charge and spin) (eV): 1.579
Kohn-Sham gap (Eh): 0.4352
LUMO (eV): 1.13
SMILES: CC.CC


3.
Computed, not measured: 2 unconnected molecules or ions with the total composition C4H12 at a distorted geometry, with wB97M-V/def2-TZVPD.

```
16
Properties=species:S:1:pos:R:3
C 1.9519 -0.6466 1.1565
C 2.1905 0.5797 0.2672
H 1.0270 -0.5515 1.7222
H 1.7056 -1.4546 0.4622
H 2.8432 -0.9690 1.6905
H 3.0111 0.5598 -0.4360
H 2.1434 1.4835 0.8788
H 1.2058 0.6801 -0.2186
C -2.0302 -0.3932 -1.3172
C -2.0080 0.4625 -0.0988
H -3.0382 -0.4899 -1.7275
H -1.3374 -0.0376 -2.0854
H -1.6880 -1.4176 -1.1455
H -1.0090 0.5224 0.3558
H -2.7494 0.1333 0.6213
H -2.2183 1.5386 -0.1255
```

Values from the calculation:
Multiplicity: 1
Largest force on an atom (eV Å⁻¹): 2.52
Energy relative to the best compared isomer or geometry (same formula, charge and spin) (eV): 0.495
Kohn-Sham gap (Eh): 0.4579
LUMO (eV): 1.11
SMILES: CC.CC


4.
Computed, not measured: 2 unconnected molecules or ions with the total composition C4H12 at a distorted geometry, with wB97M-V/def2-TZVPD.

```
16
Properties=species:S:1:pos:R:3
C 1.1950 -1.2742 1.9441
C 0.3076 -2.0139 0.8355
H 2.2292 -1.3039 1.8160
H 1.0825 -0.2010 2.0917
H 0.9640 -1.5540 3.0680
H 0.3818 -3.2072 0.6981
H 0.8377 -2.0241 -0.2311
H -0.7849 -1.6427 0.7450
C -0.4609 1.3016 -1.9894
C -1.0504 1.9462 -0.7876
H -0.7583 0.2592 -1.8953
H -0.9348 1.6521 -2.8305
H 0.6620 1.6309 -2.1571
H -0.5890 2.9433 -0.4044
H -1.0447 1.2294 0.1048
H -2.0366 2.2583 -1.0077
```

Values from the calculation:
Multiplicity: 1
Largest force on an atom (eV Å⁻¹): 3.55
Energy relative to the best compared isomer or geometry (same formula, charge and spin) (eV): 1.966
Kohn-Sham gap (Eh): 0.4387
LUMO (eV): 1.11
SMILES: CC.CC


5.
Computed, not measured: 2 unconnected molecules or ions with the total composition C4H12 at a distorted geometry, with wB97M-V/def2-TZVPD.

```
16
Properties=species:S:1:pos:R:3
C -2.3769 0.8692 0.3084
C -1.1035 1.4811 -0.3515
H -2.4191 1.4708 1.2112
H -3.2747 1.0293 -0.1635
H -2.1712 -0.2304 0.3216
H -1.0308 1.3129 -1.4094
H -0.1472 1.1463 0.1115
H -1.3181 2.5863 -0.2370
C 1.3279 -1.2510 0.6881
C 2.1009 -1.1313 -0.6137
H 1.3596 -2.3255 1.0268
H 1.9081 -0.7733 1.4224
H 0.3359 -0.8125 0.5544
H 2.0072 -0.1847 -0.9498
H 1.6986 -1.7326 -1.3956
H 3.1033 -1.4547 -0.5240
```

Values from the calculation:
Multiplicity: 1
Largest force on an atom (eV Å⁻¹): 3.81
Energy relative to the best compared isomer or geometry (same formula, charge and spin) (eV): 0.895
Kohn-Sham gap (Eh): 0.4643
LUMO (eV): 1.15
SMILES: CC.CC


6.
Computed, not measured: 2 unconnected molecules or ions with the total composition C4H12 at a distorted geometry, with wB97M-V/def2-TZVPD.

```
16
Properties=species:S:1:pos:R:3
C -0.4244 1.6727 -1.2218
C 1.0899 2.0156 -1.1338
H -0.4996 0.6025 -1.3978
H -0.9316 1.9560 -0.2973
H -0.9090 2.2510 -2.0059
H 1.6366 1.4174 -0.4065
H 1.1790 3.0666 -0.8883
H 1.4320 1.6578 -2.1024
C -0.4849 -1.5254 1.8924
C -0.1353 -2.1202 0.4844
H -1.4389 -1.8420 2.2976
H 0.2726 -1.6338 2.6640
H -0.4688 -0.4830 1.5669
H -0.4766 -1.4576 -0.2999
H -0.7104 -3.0435 0.3327
H 0.8694 -2.5340 0.5155
```

Values from the calculation:
Multiplicity: 1
Largest force on an atom (eV Å⁻¹): 2.90
Energy relative to the best compared isomer or geometry (same formula, charge and spin) (eV): 0.682
Kohn-Sham gap (Eh): 0.4655
LUMO (eV): 1.14
SMILES: CC.CC


7.
Computed, not measured: 2 unconnected molecules or ions with the total composition C4H12 at a distorted geometry, with wB97M-V/def2-TZVPD.

```
16
Properties=species:S:1:pos:R:3
C -0.5881 -1.0927 1.1849
C -0.5442 -2.4843 0.5244
H -0.7399 -0.2475 0.3675
H -1.4916 -0.9850 1.7984
H 0.3217 -1.0048 1.7355
H -1.1097 -3.1579 1.0599
H 0.4931 -2.7056 0.1153
H -0.9382 -2.3940 -0.3747
C 0.0101 1.7019 -1.3303
C 1.1305 1.8093 -0.2845
H 0.2326 0.9257 -2.0982
H -0.9917 1.3756 -0.8866
H -0.1533 2.6195 -1.7508
H 0.8508 2.3435 0.6901
H 1.9452 2.5485 -0.5793
H 1.5727 0.7477 -0.1717
```

Values from the calculation:
Multiplicity: 1
Largest force on an atom (eV Å⁻¹): 5.04
Energy relative to the best compared isomer or geometry (same formula, charge and spin) (eV): 1.401
Kohn-Sham gap (Eh): 0.4566
LUMO (eV): 1.13
SMILES: CC.CC


8.
Computed, not measured: 2 unconnected molecules or ions with the total composition C4H12, with wB97M-V/def2-TZVPD.

```
16
Properties=species:S:1:pos:R:3
C 1.6342 -1.5705 0.2529
C 1.6894 -1.3109 1.7586
H 2.1444 -2.4971 -0.0074
H 0.5975 -1.5616 -0.0809
H 2.1399 -0.7693 -0.2913
H 1.2580 -0.3445 1.9993
H 2.7254 -1.3029 2.1130
H 1.1887 -2.0948 2.3191
C -1.5040 0.9904 -0.4008
C -1.8391 1.8970 -1.5934
H -0.6146 0.3868 -0.5796
H -1.3310 1.5481 0.5162
H -2.3798 0.3895 -0.1485
H -2.8713 1.7700 -1.9002
H -1.1876 1.6914 -2.4470
H -1.6236 2.9581 -1.4034
```

Values from the calculation:
Multiplicity: 1
Largest force on an atom (eV Å⁻¹): 0.89
Energy relative to the best compared isomer or geometry (same formula, charge and spin) (eV): 0.187
Kohn-Sham gap (Eh): 0.4709
LUMO (eV): 1.16
SMILES: CC.CC


9.
Computed, not measured: 2 unconnected molecules or ions with the total composition C4H12 at a distorted geometry, with wB97M-V/def2-TZVPD.

```
16
Properties=species:S:1:pos:R:3
C -0.8750 2.0201 0.6605
C 0.2128 2.0165 1.8028
H -1.4929 1.1151 0.7135
H -1.4587 2.9565 0.7189
H -0.6123 2.1378 -0.3931
H -0.1893 2.5268 2.6720
H 0.5864 1.0048 1.8775
H 1.0335 2.6603 1.4587
C 0.1596 -1.4903 -0.7021
C 0.5398 -2.5349 -1.7256
H -0.5398 -2.0322 0.0109
H 1.0415 -0.9483 -0.3307
H -0.6311 -0.7837 -0.9733
H 0.4794 -3.5417 -1.2820
H 1.6138 -2.6008 -2.0178
H -0.0776 -2.6296 -2.6193
```

Values from the calculation:
Multiplicity: 1
Largest force on an atom (eV Å⁻¹): 2.78
Energy relative to the best compared isomer or geometry (same formula, charge and spin) (eV): 0.945
Kohn-Sham gap (Eh): 0.4471
LUMO (eV): 1.14
SMILES: CC.CC


10.
Computed, not measured: 2 unconnected molecules or ions with the total composition C4H12 at a distorted geometry, with wB97M-V/def2-TZVPD.

```
16
Properties=species:S:1:pos:R:3
C 2.3593 0.8350 -0.2158
C 2.1922 -0.3933 0.6490
H 2.7751 1.7401 0.2410
H 2.8038 0.6215 -1.1790
H 1.3382 1.2258 -0.3517
H 1.7765 -1.1262 -0.0457
H 1.5342 -0.1832 1.4913
H 3.0674 -0.8487 1.1185
C -1.6750 -0.6315 -0.4645
C -2.8559 0.1826 0.0225
H -0.9970 -0.2503 -1.2247
H -1.0378 -0.8159 0.4089
H -1.9051 -1.6277 -0.8544
H -2.6014 1.1501 0.4638
H -3.3489 -0.3707 0.8226
H -3.6031 0.4291 -0.7318
```

Values from the calculation:
Multiplicity: 1
Largest force on an atom (eV Å⁻¹): 1.67
Energy relative to the best compared isomer or geometry (same formula, charge and spin) (eV): 0.372
Kohn-Sham gap (Eh): 0.4608
LUMO (eV): 1.11
SMILES: CC.CC


11.
Computed, not measured: 2 unconnected molecules or ions with the total composition C4H12 at a distorted geometry, with wB97M-V/def2-TZVPD.

```
16
Properties=species:S:1:pos:R:3
C -1.7526 -0.3288 -0.1258
C -1.5424 -1.2239 1.0861
H -1.4123 -0.8438 -0.9802
H -2.7149 0.2140 -0.3838
H -1.0857 0.5253 0.0515
H -2.5482 -1.8314 1.3125
H -0.8062 -2.1630 0.7967
H -1.0258 -0.6305 1.8459
C 1.4093 1.3146 -0.9794
C 1.8583 0.2439 0.0503
H 2.1404 2.1750 -1.0228
H 1.3885 0.8852 -2.0408
H 0.4103 1.5988 -0.6578
H 1.2372 -0.6787 -0.0292
H 1.7023 0.5167 1.0647
H 2.8783 0.1979 -0.1434
```

Values from the calculation:
Multiplicity: 1
Largest force on an atom (eV Å⁻¹): 3.92
Energy relative to the best compared isomer or geometry (same formula, charge and spin) (eV): 1.300
Kohn-Sham gap (Eh): 0.4501
LUMO (eV): 1.12
SMILES: CC.CC


12.
Computed, not measured: 2 unconnected molecules or ions with the total composition C4H12 at a distorted geometry, with wB97M-V/def2-TZVPD.

```
16
Properties=species:S:1:pos:R:3
C -0.6029 -1.5444 1.0646
C -0.8451 -0.5218 2.2035
H 0.3910 -1.2221 0.7373
H -0.3854 -2.5437 1.4533
H -1.2871 -1.5966 0.2361
H -0.3605 0.3932 1.8781
H -0.4690 -0.7767 3.1916
H -1.9171 -0.3217 2.2920
C 0.9551 0.2894 -1.7061
C 0.3632 1.6674 -1.5679
H 0.8919 -0.3825 -0.8596
H 0.7171 -0.0797 -2.7020
H 2.0520 0.4287 -1.5808
H 0.6672 2.2667 -2.4088
H 0.5811 2.2932 -0.6934
H -0.7515 1.6506 -1.5377
```

Values from the calculation:
Multiplicity: 1
Largest force on an atom (eV Å⁻¹): 2.63
Energy relative to the best compared isomer or geometry (same formula, charge and spin) (eV): 0.713
Kohn-Sham gap (Eh): 0.4507
LUMO (eV): 1.15
SMILES: CC.CC


13.
Computed, not measured: 2 unconnected molecules or ions with the total composition C4H12 at a distorted geometry, with wB97M-V/def2-TZVPD.

```
16
Properties=species:S:1:pos:R:3
C 2.7609 0.1674 -0.3835
C 2.6748 -0.2389 -1.8885
H 2.8365 -0.7132 0.2476
H 3.7794 0.6912 -0.2914
H 1.9018 0.7284 -0.0075
H 3.0814 -1.1706 -2.1608
H 1.5667 -0.4926 -1.9572
H 2.9202 0.6390 -2.5631
C -3.1573 0.2167 0.5402
C -2.2129 -0.2128 1.5884
H -3.9614 -0.5291 0.3237
H -3.6935 1.0252 0.9955
H -2.6420 0.6089 -0.3493
H -2.6314 -0.2847 2.5398
H -1.6842 -1.1556 1.5219
H -1.5390 0.7207 1.8440
```

Values from the calculation:
Multiplicity: 1
Largest force on an atom (eV Å⁻¹): 3.97
Energy relative to the best compared isomer or geometry (same formula, charge and spin) (eV): 0.995
Kohn-Sham gap (Eh): 0.4515
LUMO (eV): 0.99
SMILES: CC.CC


14.
Computed, not measured: 2 unconnected molecules or ions with the total composition C4H12 at a distorted geometry, with wB97M-V/def2-TZVPD.

```
16
Properties=species:S:1:pos:R:3
C -1.2056 -0.3048 -1.7796
C 0.2582 0.1400 -1.6860
H -1.5703 -0.9566 -0.8834
H -1.8713 0.4743 -1.8984
H -1.2441 -1.1682 -2.5379
H 0.8557 -0.7299 -1.4273
H 0.5608 0.5182 -2.6944
H 0.2867 1.0776 -1.0693
C 1.2071 0.2468 1.4707
C -0.1561 -0.0434 2.0091
H 1.7963 -0.7416 1.5699
H 1.1120 0.6792 0.5701
H 1.7440 1.0407 2.1237
H -0.4258 0.5565 2.8687
H -0.4010 -1.1135 2.1310
H -0.9464 0.3246 1.2329
```

Values from the calculation:
Multiplicity: 1
Largest force on an atom (eV Å⁻¹): 5.61
Energy relative to the best compared isomer or geometry (same formula, charge and spin) (eV): 1.263
Kohn-Sham gap (Eh): 0.4408
LUMO (eV): 1.16
SMILES: CC.CC


15.
Computed, not measured: 2 unconnected molecules or ions with the total composition C4H12, with wB97M-V/def2-TZVPD.

```
16
Properties=species:S:1:pos:R:3
C 1.8481 0.5035 -0.6954
C 2.5892 0.0905 -1.9654
H 1.3820 -0.3411 -0.1789
H 2.4949 0.9882 0.0323
H 1.0371 1.1958 -0.9440
H 3.0294 -0.9083 -1.9339
H 1.9422 0.1329 -2.8388
H 3.4002 0.7883 -2.1761
C -1.4631 -0.1853 1.2863
C -2.9596 -0.4397 1.3661
H -1.1439 0.2437 0.3394
H -1.2173 0.5326 2.0747
H -0.8558 -1.0702 1.4957
H -3.5295 0.4923 1.3398
H -3.2096 -1.0007 2.2683
H -3.3443 -1.0223 0.5299
```

Values from the calculation:
Multiplicity: 1
Largest force on an atom (eV Å⁻¹): 0.64
Energy relative to the best compared isomer or geometry (same formula, charge and spin) (eV): 0.106
Kohn-Sham gap (Eh): 0.4737
LUMO (eV): 1.16
SMILES: CC.CC